# C20H24N2O6

The molecule C20H24N2O6 at a distorted geometry (ωB97M-V with the def2-TZVPD basis set, the OMol25 dataset).

Output
HOMO ... -7.6359 eV
Charge ... 0
2S+1 ... 1
ΔE to the lowest compared entry with this formula, charge and spin ... 1999.9 kJ/mol
SMILES ... CCOC(=O)C1=C(CC)OC(N)=C(C#N)[C@@H]1c1ccc(OC)c(OC)c1OC
Gap between HOMO and LUMO ... 7.9 eV
Electronic energy ... -1336.78160 Ha
F_max ... 16.617 eV Å⁻¹
LUMO ... 0.311 eV

Element x y z (Å)
C  1.3685  1.7837  -4.4938
C  0.2155  1.8110  -3.3311
O  0.6019  1.0177  -2.4212
C  0.6484  -0.2876  -2.3533
O  0.2180  -0.8114  -3.3017
C  1.0335  -1.0264  -1.0327
C  1.0108  -2.3575  -0.8182
C  0.5912  -3.3221  -1.8121
C  1.6065  -3.8468  -2.7642
O  1.4801  -2.7949  0.3239
C  2.2560  -2.2019  1.4000
N  2.8962  -2.9177  2.3058
C  2.2936  -0.9088  1.1617
C  2.8130  0.0303  1.9916
N  3.5374  0.5702  3.0621
C  1.5508  -0.0407  -0.0179
C  0.6738  0.9688  0.5095
C  0.6284  2.4333  0.3560
C  -0.2955  3.1712  0.8589
C  -1.5799  2.5408  1.6396
O  -2.5513  3.3532  1.9052
C  -3.7609  3.2491  1.5017
C  -1.4655  1.2097  1.7235
O  -2.7168  0.7412  2.2262
C  -2.6687  0.8635  3.9064
C  -0.6252  0.2701  1.1355
O  -0.3567  -1.0402  1.3098
C  -1.6917  -1.7633  1.5580
H  2.4079  2.0191  -4.1953
H  0.9281  2.2692  -5.3137
H  1.4398  0.6458  -4.8414
H  -0.7217  1.2986  -3.5878
H  0.0658  2.7641  -3.0485
H  0.2554  -4.1114  -1.2688
H  -0.4235  -3.0100  -2.1821
H  1.7128  -2.7409  -3.3570
H  1.1782  -4.3857  -3.4064
H  2.4164  -3.8591  -2.2885
H  2.4179  -3.5821  2.3609
H  3.2963  -2.3386  3.1058
H  2.4287  0.6642  -0.4195
H  1.7372  2.8762  0.0603
H  -0.4552  4.1013  0.8132
H  -4.1891  2.2786  1.5446
H  -3.7775  3.4160  0.2934
H  -4.3394  3.9304  2.1310
H  -1.6560  0.5455  4.1897
H  -3.5373  0.5770  4.1615
H  -2.6905  1.9403  4.0275
H  -1.8894  -1.7100  2.5391
H  -2.7273  -1.5648  0.9545
H  -1.5892  -2.7180  1.1981

Electronic structure analysis, Löwdin charges in units of e: -0.015 -0.250 -0.022 -0.422 0.126 0.023 -0.266 -0.197 0.006 0.094 -0.225 0.266 -0.168 -0.122 0.078 -0.190 -0.084 -0.072 0.034 -0.174 -0.053 -0.157 -0.205 -0.169 0.129 -0.094 -0.064 0.034 0.075 0.032 0.105 0.141 0.084 0.085 0.156 0.162 0.010 0.009 -0.034 0.183 0.184 0.179 0.029 0.069 0.155 0.108 0.107 0.002 0.076 0.036 0.163 0.044